Entry from the Open Molecules 2025 dataset: a molecular structure, C20H48BeF3O18S5 at a distorted geometry (the ωB97M-V functional and the def2-TZVPD basis).

ORCA input file:
```
! wB97M-V def2-TZVPD RIJCOSX def2/J DEFGRID3
* xyz 1 1
H -24.9772 4.6342 29.8006
S -13.6984 1.0618 23.4953
H -13.6452 -3.2662 31.2809
H -23.1166 3.3950 30.9903
C -14.3143 -2.9049 30.5033
H -17.1112 -4.3539 23.2990
S -14.3317 -1.0848 30.6041
O -18.9494 -5.1970 23.8318
C -22.8832 4.2109 30.3091
H -15.8124 2.0184 25.6733
H -17.8433 -0.7861 27.4377
O -19.1580 0.0640 23.4579
H -17.1434 -5.3930 24.8097
S -22.7334 -1.7878 27.1919
C -17.0978 -6.5386 23.0452
H -16.0105 -6.5850 23.0888
C -22.1142 2.0295 23.2533
H -23.9069 5.9861 29.5980
H -25.1277 -1.0369 28.5880
H -15.8849 0.3867 22.8521
C -21.3678 3.6135 26.9246
H -17.6572 0.8103 24.7106
H -15.1430 1.3133 21.5701
O -14.1760 0.9180 25.0166
H -18.5316 4.4111 20.6446
H -22.6175 2.9287 23.5986
H -21.6214 -1.1539 25.1770
H -23.6951 0.7332 30.2032
O -14.9696 -0.7535 29.1594
C -24.0784 5.0992 30.2089
C -19.6476 3.6444 22.2631
H -17.8461 -2.7610 24.7872
H -19.8724 3.8337 23.3145
O -15.2633 -0.6732 31.6385
H -15.6857 2.2499 22.9788
H -24.3460 5.4353 31.2116
H -16.2472 -2.2973 28.6703
F -21.3577 4.3406 25.8042
O -22.3997 3.6853 29.0570
O -21.5436 -2.5017 27.6035
C -22.2073 -0.6138 25.9206
S -21.6749 2.1124 21.5001
H -19.6461 5.5419 21.3007
H -13.2653 2.0395 27.3843
C -24.4468 -0.2163 28.3461
S -19.7386 -3.7477 23.7694
H -22.0128 4.7428 30.6980
O -20.8543 3.4882 21.4992
H -14.7183 2.8571 27.8337
H -24.9542 0.0958 27.4289
O -13.1592 -0.2025 23.0653
C -18.9271 4.7749 21.5928
O -12.9026 2.2626 23.3709
C -16.9189 -0.3609 27.8320
O -23.9254 -2.4655 26.7497
O -21.5028 5.5977 28.2531
C -15.3073 1.2856 22.6463
H -13.8680 -3.0717 29.5228
H -19.1154 1.8010 24.5550
H -16.1904 -0.3485 27.0203
C -24.4182 0.8941 29.4055
H -18.9963 2.7680 22.2015
F -20.1328 3.1180 27.0607
O -20.7862 1.0488 21.0943
H -25.3606 1.1371 29.8931
H -14.3755 2.9217 25.1697
H -21.5245 0.0342 26.4687
H -14.7448 1.1413 27.6423
C -18.7462 0.7729 24.5733
Be -19.3923 -0.8809 21.1573
H -19.4248 -2.0517 25.4121
C -17.5109 -5.2371 23.7949
C -16.2827 -1.2392 28.9293
H -24.0767 1.7483 28.8180
H -21.1372 1.9713 23.7325
H -18.8086 -3.5692 26.1031
H -19.0639 0.2237 25.4685
H -17.6387 -7.3635 23.4987
H -23.0192 -0.0627 25.4541
H -17.1785 0.5976 28.2771
H -17.3403 -6.3705 21.9961
O -12.9631 -0.6448 30.5728
H -16.9451 -1.0774 29.7811
H -18.1849 5.2508 22.2308
C -21.8109 4.4514 28.1355
C -14.7206 2.0439 25.7184
C -18.8276 -2.9399 25.2176
O -19.3130 -3.0441 22.5702
O -23.0996 -0.6791 28.2974
C -14.3402 2.0517 27.2048
O -21.1286 -3.9575 24.0845
O -22.8517 2.3875 20.7208
H -22.7160 1.1331 23.3840
H -15.2763 -3.4076 30.5527
F -22.1744 2.5527 26.7612
*
```

Values from the calculation:
Electronic energy: -121087.6342 eV
Max |F|: 4.0 eV/Å
HOMO-LUMO gap: 5.0 eV

These are the Löwdin partial charges, in e, on atoms 1 to 5: atom 1 (H): 0.083, atom 2 (S): 0.610, atom 3 (H): 0.073, atom 4 (H): 0.124, atom 5 (C): -0.111

---

Entry from the Open Molecules 2025 dataset: a molecular structure, C20H48BrMnN4OSe3SiTe2 at a distorted geometry (the ωB97M-V functional and the def2-TZVPD basis).

ORCA input file:
```
! wB97M-V def2-TZVPD RIJCOSX def2/J DEFGRID3
* xyz 2 5
Te 5.0399 -1.1463 3.7456
H 1.6849 -2.5066 -0.2474
H -1.4789 -1.6327 3.2011
H -3.3042 2.1379 1.0027
H -0.8337 2.1863 -2.0714
H -2.9591 0.3117 -2.5382
Mn 1.1518 -0.2157 2.7839
H -0.7641 -2.8724 -1.2023
H 3.4118 1.5885 -4.0751
H -1.0166 -2.8976 -2.9553
H 2.6177 -2.2521 -3.8691
C -0.2984 -3.1030 -2.1631
O 0.1780 -2.4609 3.0306
H 2.2136 3.8129 2.5205
H -1.9433 -0.0019 5.1877
C 3.5735 -0.0384 -1.9181
C -1.0200 -0.3431 -4.4381
H 3.0724 2.4656 -1.6690
H 4.4087 0.6597 -2.0276
H 3.0167 -2.5287 -1.3996
H 0.7298 4.6757 -0.5214
C -1.2303 3.9714 0.2110
C 1.6447 -2.7215 -3.7114
H -1.8425 2.0456 -3.5139
H -2.6141 -1.6406 5.1944
C -0.3541 2.8110 1.8956
H -0.0941 -4.1770 -2.1884
H -0.0999 2.1562 -3.6863
N -1.5035 3.1685 1.3014
C -2.0863 -0.2351 -2.1683
Si 0.7946 -0.4851 -2.4073
H 0.9956 -2.4648 -4.5514
C 2.3180 0.6311 -2.4796
H 1.4114 2.6184 -2.2334
H -0.0354 -3.1957 1.1393
H -1.9708 -0.0068 -1.1114
C 2.1069 1.9533 -1.7273
H 2.6161 3.8606 0.7888
H -1.0616 -1.4316 -4.4745
N -4.8396 -0.8452 3.6626
H -2.0108 4.3833 -0.4047
C 1.9886 -2.8393 -1.2374
C 0.1093 4.1123 0.1530
H -4.4730 -0.1369 5.6652
Se -0.0943 1.8430 3.4983
H 1.4059 -3.7860 1.9888
Te 3.7138 -0.5652 5.9451
H 3.4768 -0.2758 -0.8608
H -3.4493 3.7053 1.8332
H -5.6517 -0.3214 3.3637
C -2.8466 2.8058 1.7313
H 2.3916 2.3005 1.6058
Br 0.1535 -0.2988 0.4706
H -0.2190 -0.0053 -5.1014
H -5.1823 -1.7215 4.0412
N -2.1837 -0.8824 3.2850
H -2.3036 -1.2963 -2.2711
H -1.9591 0.0316 -4.8544
C 2.5519 0.9191 -3.9818
H -1.7394 -0.0257 2.9172
Se 1.3515 -0.5924 5.2035
C -0.8709 0.2084 -2.9985
H -2.7749 2.3169 2.6985
C 0.3489 -3.5451 2.0924
H 1.7531 1.7802 -0.7108
N 0.6379 3.3920 1.2031
H 1.7052 1.4115 -4.4626
Se 3.3625 -0.7640 1.9491
H -4.0216 0.9431 4.3567
C 2.0552 3.3345 1.5564
H -0.2086 -4.4209 2.4208
H -3.0373 -1.0951 2.7403
C 1.0307 -2.3572 -2.3363
H 2.7873 0.0133 -4.5448
H 1.9789 -3.9337 -1.2479
C -2.6413 -0.6745 4.6932
C -0.8924 1.7401 -3.0665
H 0.5386 -2.7005 3.8987
C -4.0597 -0.1059 4.6559
H 3.8420 -0.9449 -2.4599
H 1.8006 -3.8034 -3.7441
*
```

Values from the calculation:
Electronic energy: -349382.5675 eV
Max |F|: 1.3 eV/Å
HOMO-LUMO gap (alpha / beta): 6.5 / 5.5 eV
<S²>: 6.069

These are the Löwdin partial charges, in e, on atoms 1 to 5: atom 1 (Te): 0.378, atom 2 (H): -0.001, atom 3 (H): 0.101, atom 4 (H): 0.102, atom 5 (H): 0.063

---

Entry from the Open Molecules 2025 dataset: a molecular structure, C20H48ClNO12P3Zr at a distorted geometry (the ωB97M-V functional and the def2-TZVPD basis).

ORCA input file:
```
! wB97M-V def2-TZVPD RIJCOSX def2/J DEFGRID3
* xyz 3 1
H 2.3622 1.5998 3.6880
C 3.7518 1.2089 -3.3577
H 2.7467 -3.8270 0.0727
H -7.1971 -1.1277 -1.6128
H 2.2258 4.9220 -3.1202
O -3.0067 -1.7536 -1.5105
H -1.3751 1.1839 -5.1863
H -3.9698 -4.6439 2.2173
H 2.0177 -3.1654 3.8397
O 1.0435 -1.5086 -1.6828
H 2.5685 3.2014 -1.4744
H 1.9488 0.7213 -4.3670
C -2.1129 0.7599 -4.5103
H -5.6195 0.2378 0.2982
H 2.3920 5.8969 4.4117
C 2.1902 -3.3941 -0.7543
O 2.9857 2.2396 1.0142
O -2.6699 -3.0279 0.5583
H -1.3281 -3.2297 2.1951
H -2.8755 -2.4196 2.5598
H 3.1474 5.6064 2.1258
Cl -0.2070 -0.1510 2.5881
H 2.5812 -0.6125 -3.4943
C 2.0740 5.1988 -2.0773
H 0.8272 3.5440 -1.4565
C -1.6255 0.8092 -3.0686
H -1.1258 1.7729 -2.9066
H 1.2912 -3.9364 -1.0425
H -2.4758 0.7017 -2.3899
H 2.8419 -3.5728 -1.6186
C 1.3189 -3.1585 5.8949
H 2.9870 5.6829 -1.7313
H -2.6290 -4.4461 -1.6800
H 2.3756 0.3322 1.4806
C 1.8191 3.9615 -1.2585
C -2.8992 -4.6008 2.3945
C 2.4426 0.4671 -3.4252
C 3.2103 5.1986 4.2223
H 3.6134 2.2770 -3.1953
H 2.9177 -1.3796 -0.7707
H 4.3918 0.8200 -2.5634
O -2.3182 -0.4935 0.5733
P -3.1224 -1.6552 0.0203
O -0.1540 0.4542 -0.5322
H 3.4303 0.2416 3.7933
H -5.1136 -0.3625 -1.3090
C -3.7100 -2.7572 -2.3331
H 4.0244 1.9044 3.5410
P 0.4518 -0.0951 -1.8004
C -6.8697 -1.2784 -0.5870
H 1.4614 -1.5932 4.5913
H -2.9352 1.4720 -4.6281
O 1.9859 3.9052 2.5963
H -2.2926 -5.3757 1.9345
H -2.4655 -0.2524 -4.6817
H 4.1177 0.5562 1.3980
O 1.9758 4.2830 0.1694
O 1.5443 0.8633 -2.3426
P 1.7878 3.1936 1.2456
H -4.6217 -3.1200 -1.8588
C -2.7708 -3.9091 -2.6168
N 1.3030 -3.5476 6.9777
H 1.2634 5.9226 -2.0214
O -0.5967 -0.2040 -2.9465
C 3.2709 1.1702 3.2495
O -4.6461 -1.6014 0.3712
H -1.8776 -3.6123 -3.1588
O 0.4363 2.4660 1.1767
H -3.9925 -2.2160 -3.2338
H 4.1205 4.1995 2.6055
C 1.3321 -2.6811 4.5241
H -6.8288 -2.3565 -0.4333
H -7.5978 -0.8552 0.0992
H 4.2924 1.0700 -4.2927
H 4.1048 5.7948 4.3975
C 3.1892 4.7384 2.7786
H 1.5445 -1.7506 0.3679
C -2.4004 -3.2186 1.9904
C 1.9684 -1.8940 -0.6290
H -3.2751 -4.6394 -3.2558
C -5.4944 -0.6462 -0.3263
C 3.1934 1.0022 1.7566
Zr -1.4041 1.4824 1.0374
H 0.3206 -2.6830 4.1022
H 3.1043 4.3705 4.9191
H -2.6914 -4.6804 3.4649
*
```

Values from the calculation:
Electronic energy: -89231.1941 eV
Max |F|: 9.1 eV/Å
HOMO-LUMO gap: 4.8 eV

These are the Löwdin partial charges, in e, on atoms 1 to 5: atom 1 (H): 0.070, atom 2 (C): -0.042, atom 3 (H): 0.094, atom 4 (H): 0.089, atom 5 (H): 0.095